Density functional theory data (ωB97M-V/def2-TZVPD) for one molecule with the formula C6H9N in a non-equilibrium geometry.

Bonds (Å) are listed after each position.
Cartesian coordinates (Å):
1 C 0.355 2.172 0.154  C2 1.489, H8 1.098, H9 1.096, H10 1.089
2 C 0.178 0.712 -0.075  C1 1.489, C3 1.332, C7 1.479
3 C -0.997 0.212 -0.456  C2 1.332, C4 1.470, H11 1.079
4 C -1.153 -1.223 -0.180  C3 1.470, C5 1.494, H12 1.206, H13 1.114
5 C 0.096 -1.696 0.490  C4 1.494, N6 1.426, C7 1.654, H14 1.105
6 N 1.283 -1.558 -0.289  C5 1.426, C7 1.438, H15 1.011
7 C 1.058 -0.350 0.459  C2 1.479, C5 1.654, N6 1.438, H16 1.096
8 H 0.497 2.321 1.233  C1 1.098
9 H -0.567 2.695 -0.124  C1 1.096
10 H 1.198 2.618 -0.372  C1 1.089
11 H -1.833 0.708 -0.924  C3 1.079
12 H -1.027 -1.144 -1.376  C4 1.206
13 H -2.075 -1.439 0.407  C4 1.114
14 H 0.063 -2.534 1.208  C5 1.105
15 H 1.046 -1.459 -1.266  N6 1.011
16 H 1.879 -0.037 1.112  C7 1.096

Results
SMILES	CC1=CC[C@H]2N[C@@H]12
Kohn-Sham gap	0.3458	hartree
HOMO energy	-8.395	eV
largest force on an atom	3.254	eV/A
ΔE to the lowest compared entry with this formula, charge and spin	3.451	eV

Density functional theory data (ωB97M-V/def2-TZVPD) for one molecule with the formula C5H7NO2 in a non-equilibrium geometry.

Bonds (Å) are listed after each position.
Cartesian coordinates (Å):
1 C 1.557 -1.503 -0.842  C2 1.519, H9 1.192, H10 1.234, H11 1.165
2 C 0.893 -0.137 -0.868  C1 1.519, C3 1.312, C5 1.492
3 C 0.682 1.117 -0.545  C2 1.312, C4 1.389, C5 1.560
4 C 1.071 2.419 -0.257  C3 1.389, H12 1.254, H13 1.193, H14 1.256
5 C -0.547 0.159 -0.614  C2 1.492, C3 1.560, N6 1.514, H15 1.188
6 N -1.070 -0.537 0.625  C5 1.514, O7 1.218, O8 1.257
7 O -2.178 -1.043 0.589  N6 1.218
8 O -0.517 -0.421 1.747  N6 1.257
9 H 1.292 -2.002 0.207  C1 1.192
10 H 2.774 -1.378 -1.006  C1 1.234
11 H 1.166 -2.180 -1.706  C1 1.165
12 H 0.128 3.212 -0.495  C4 1.254
13 H 1.044 2.407 0.936  C4 1.193
14 H 2.087 2.938 -0.780  C4 1.256
15 H -1.376 0.150 -1.466  C5 1.188

Results
SMILES	CC1=C(C)C1[N+](=O)[O-]
Kohn-Sham gap	0.3709	hartree
HOMO energy	-9.768	eV
largest force on an atom	6.417	eV/A
ΔE to the lowest compared entry with this formula, charge and spin	6.950	eV

Density functional theory data (ωB97M-V/def2-TZVPD) for a 2-piece molecular cluster, C6H14N2O2 overall in a non-equilibrium geometry.

Bonds (Å) are listed after each position.
Cartesian coordinates (Å):
1 C -3.231 -0.498 1.024  N2 1.529, H6 1.108, H7 1.138, H8 1.072
2 N -1.736 -0.182 1.056  C1 1.529, C3 1.484, H9 1.094
3 C -1.480 1.275 1.177  N2 1.484, C4 1.536, O5 1.188
4 C -0.028 1.748 1.344  C3 1.536, H10 1.135, H11 1.100, H12 1.112
5 O -2.367 1.988 1.516  C3 1.188
6 H -3.740 -0.193 0.088  C1 1.108
7 H -3.137 -1.587 1.339  C1 1.138
8 H -3.829 0.032 1.738  C1 1.072
9 H -1.045 -0.701 0.384  N2 1.094
10 H 0.669 0.943 1.737  C4 1.135
11 H 0.313 2.140 0.375  C4 1.100
12 H -0.065 2.603 2.055  C4 1.112
13 C 1.845 -2.533 -0.331  N14 1.533, H18 1.131, H19 1.121, H20 1.155
14 N 2.460 -1.178 -0.698  C13 1.533, C15 1.363, H21 1.061
15 C 1.638 -0.441 -1.496  N14 1.363, C16 1.574, O17 1.233
16 C 2.179 0.984 -1.889  C15 1.574, H22 1.036, H23 1.045, H24 1.048
17 O 0.512 -0.874 -1.749  C15 1.233
18 H 0.932 -2.299 0.295  C13 1.131
19 H 1.255 -3.006 -1.159  C13 1.121
20 H 2.606 -3.289 0.097  C13 1.155
21 H 3.512 -1.319 -0.696  N14 1.061
22 H 2.638 0.929 -2.817  C16 1.036
23 H 1.377 1.654 -1.871  C16 1.045
24 H 2.753 1.494 -1.176  C16 1.048

Results
SMILES	CNC(C)=O.CNC(C)=O
Kohn-Sham gap	0.3652	hartree
HOMO energy	-9.269	eV
largest force on an atom	4.113	eV/A
ΔE to the lowest compared entry with this formula, charge and spin	2.583	eV

Density functional theory data (ωB97M-V/def2-TZVPD) for a 2-piece molecular cluster, C9H17BO overall in a non-equilibrium geometry.

Bonds (Å) are listed after each position.
Cartesian coordinates (Å):
1 B 2.196 0.464 0.112  C5 1.510, O11 1.222
2 C -1.961 0.335 -0.805  C4 1.301, C6 1.507, H12 1.035
3 C 0.553 -1.313 1.092  C5 1.349, C7 1.434, H13 1.095
4 C -1.352 1.455 -0.547  C2 1.301, C8 1.505, H27 1.104
5 C 1.393 -0.814 0.163  B1 1.510, C3 1.349, C9 1.624
6 C -3.018 -0.470 -0.094  C2 1.507, H14 1.076, H15 1.120, H16 1.180
7 C -0.061 -2.608 1.022  C3 1.434, H17 1.079, H18 1.126, H19 1.150
8 C -1.507 2.447 0.575  C4 1.505, H20 1.123, H21 1.152, H22 1.143
9 C 1.648 -1.651 -1.204  C5 1.624, H23 1.089, H24 1.115, H25 1.094
10 C 3.913 2.380 0.035  O11 1.367, H26 1.130, H28 1.245
11 O 2.951 1.413 -0.043  B1 1.222, C10 1.367
12 H -1.600 -0.049 -1.696  C2 1.035
13 H 0.248 -0.632 1.894  C3 1.095
14 H -3.408 -1.101 -0.874  C6 1.076
15 H -3.885 0.132 0.280  C6 1.120
16 H -2.435 -1.153 0.672  C6 1.180
17 H 0.486 -3.431 1.455  C7 1.079
18 H -0.504 -2.915 0.033  C7 1.126
19 H -1.083 -2.685 1.544  C7 1.150
20 H -2.609 2.654 0.638  C8 1.123
21 H -1.135 1.977 1.559  C8 1.152
22 H -0.993 3.351 0.101  C8 1.143
23 H 0.633 -1.852 -1.541  C9 1.089
24 H 2.301 -1.105 -1.924  C9 1.115
25 H 1.964 -2.599 -0.757  C9 1.094
26 H 4.340 2.684 -0.966  C10 1.130
27 H -0.534 1.659 -1.260  C4 1.104
28 H 3.457 3.425 0.536  C10 1.245

Results
Kohn-Sham gap (spin up / spin down)	0.2310 / 0.2307	hartree
HOMO energy (spin up / spin down)	-6.170 / -6.164	eV
largest force on an atom	4.751	eV/A
ΔE to the lowest compared entry with this formula, charge and spin	3.978	eV